[1]
The following is a DFT calculation (ωB97M-V with the def2-TZVPD basis set) of 10 unconnected molecules or ions with the total composition C42H66N6O16P4.

Values from the calculation:
structure (SMILES) = COP(=O)(OC)OC.COP(=O)(OC)OC.COP(=O)(OC)OC.COP(=O)(OC)OC.c1ccncc1.c1ccncc1.c1ccncc1.c1ccncc1.c1ccncc1.c1ccncc1

```
! RIJCOSX wB97M-V def2-TZVPD def2/J DEFGRID3
* xyz 0 1
N 14.362 13.571 8.909
C 14.503 12.784 7.803
C 13.593 12.838 6.793
C 12.480 13.652 6.865
C 12.342 14.498 7.938
C 13.337 14.467 8.932
H 15.305 12.064 7.729
H 13.699 12.223 5.912
H 11.843 13.687 5.994
H 11.537 15.214 8.012
H 13.181 14.986 9.866
N 17.881 10.571 17.380
C 18.115 9.285 17.074
C 18.885 8.906 16.033
C 19.431 9.863 15.189
C 19.116 11.184 15.409
C 18.418 11.506 16.566
H 17.755 8.511 17.736
H 19.218 7.888 15.892
H 20.086 9.560 14.385
H 19.585 11.975 14.843
H 18.287 12.549 16.812
N 11.322 10.485 16.786
C 10.227 11.146 16.434
C 10.239 12.484 16.144
C 11.485 13.164 16.190
C 12.630 12.476 16.605
C 12.547 11.106 16.886
H 9.289 10.625 16.562
H 9.368 13.118 16.059
H 11.526 14.237 16.075
H 13.577 12.966 16.776
H 13.436 10.564 17.171
N 16.715 18.616 11.714
C 16.236 17.584 12.497
C 16.363 17.511 13.917
C 17.073 18.477 14.541
C 17.610 19.488 13.802
C 17.418 19.538 12.424
H 15.705 16.852 11.906
H 15.899 16.702 14.460
H 17.304 18.401 15.594
H 18.283 20.213 14.235
H 17.867 20.332 11.846
N 19.166 14.967 16.259
C 18.551 15.949 16.950
C 19.105 17.203 17.089
C 20.373 17.519 16.617
C 21.034 16.483 15.925
C 20.423 15.255 15.780
H 17.516 15.800 17.221
H 18.643 17.980 17.680
H 20.866 18.444 16.876
H 22.061 16.594 15.612
H 21.078 14.548 15.291
N 15.000 14.128 15.061
C 16.292 13.841 14.975
C 17.007 13.697 13.821
C 16.263 13.646 12.627
C 14.942 14.081 12.650
C 14.393 14.365 13.879
H 16.758 13.601 15.920
H 18.052 13.424 13.852
H 16.689 13.355 11.679
H 14.405 14.100 11.714
H 13.351 14.643 13.944
C 11.762 10.646 9.274
O 10.959 9.920 10.236
P 9.910 10.689 11.232
O 8.634 11.155 10.607
O 10.771 11.879 11.912
C 11.781 11.506 12.812
O 9.711 9.614 12.450
C 8.534 9.562 13.248
H 12.829 10.706 9.488
H 11.489 11.701 9.307
H 11.589 10.302 8.255
H 12.707 12.036 12.588
H 12.012 10.441 12.856
H 11.417 11.868 13.773
H 7.885 10.364 12.898
H 8.858 9.819 14.257
H 8.037 8.604 13.099
C 20.003 12.250 11.157
O 20.612 13.351 10.546
P 21.181 14.556 11.493
O 22.111 14.206 12.636
O 21.851 15.504 10.321
C 22.947 14.866 9.723
O 19.833 15.380 11.862
C 19.956 16.495 12.744
H 20.363 11.328 10.702
H 18.926 12.384 11.053
H 20.295 12.138 12.201
H 23.656 15.682 9.584
H 22.581 14.569 8.740
H 23.403 14.038 10.265
H 20.928 16.670 13.204
H 19.289 16.211 13.558
H 19.616 17.402 12.244
C 12.871 17.307 15.684
O 11.762 16.997 14.807
P 11.778 17.398 13.245
O 11.926 16.262 12.340
O 10.377 18.194 12.945
C 10.023 19.346 13.702
O 12.969 18.529 13.179
C 13.216 19.115 11.906
H 13.239 18.314 15.487
H 13.639 16.544 15.563
H 12.620 17.391 16.742
H 10.853 19.745 14.284
H 9.211 19.255 14.422
H 9.757 20.221 13.109
H 13.976 19.894 11.873
H 12.344 19.495 11.374
H 13.710 18.369 11.284
C 17.657 7.734 12.610
O 16.447 8.384 13.063
P 15.899 9.694 12.243
O 16.997 10.487 11.701
O 14.837 9.018 11.197
C 13.725 8.294 11.657
O 14.945 10.412 13.285
C 15.305 10.601 14.646
H 18.290 8.296 11.924
H 17.459 6.777 12.127
H 18.345 7.515 13.427
H 12.874 8.835 11.245
H 13.605 8.277 12.740
H 13.775 7.280 11.260
H 14.876 11.511 15.065
H 16.381 10.576 14.818
H 14.857 9.821 15.262
*
```

=====

[2]
The following is a DFT calculation (ωB97M-V with the def2-TZVPD basis set) of 6 unconnected molecules or ions with the total composition C42H68F16N4O16S.

Values from the calculation:
structure (SMILES) = CCC[C@@]1([C@H](F)CC)[C@@H](C[C@H](O)CN)S(=O)(=O)O[C@H](C[C@@H](O)CN)[C@@]1(N=C(C)C)N(C)C(C)=O.CCOC(=O)C(F)(F)F.CCOC(=O)C(F)(F)F.CCOC(=O)C(F)(F)F.CCOC(=O)C(F)(F)F.CCOC(=O)C(F)(F)F

```
! RIJCOSX wB97M-V def2-TZVPD def2/J DEFGRID3
* xyz 0 1
C 4.427 3.748 1.490
C 3.987 3.631 -0.124
C 2.587 2.884 -0.396
C 1.185 3.755 -0.519
C 0.895 4.245 0.999
F 0.735 3.169 2.033
C -0.269 5.341 1.277
C 0.161 6.392 2.506
C 1.353 5.134 -1.452
C 2.136 6.385 -0.829
C 3.019 7.326 -1.854
O 4.025 8.042 -1.000
C 2.115 8.555 -2.540
N 0.662 8.173 -2.729
S 1.775 4.585 -3.190
O 1.747 5.746 -4.263
O 3.137 3.891 -3.373
O 0.408 3.656 -3.616
C 0.256 2.449 -2.746
C -0.720 1.481 -3.580
C -2.286 1.392 -3.387
O -3.000 2.011 -4.554
C -2.707 -0.228 -3.502
N -4.102 -0.516 -2.995
C -0.036 2.757 -1.164
N -1.388 3.187 -0.794
C -2.100 4.150 -1.264
C -2.271 4.942 -2.680
C -3.257 4.706 -0.167
N 0.032 1.483 -0.290
C 0.638 0.274 -0.836
C -1.308 1.084 0.276
C -1.817 1.393 1.844
O -2.235 0.312 -0.364
H 4.169 4.860 1.819
H 5.581 3.572 1.623
H 3.759 3.053 2.174
H 4.838 2.887 -0.527
H 4.207 4.615 -0.723
H 2.789 2.192 -1.349
H 2.458 2.095 0.492
H 1.888 4.785 1.396
H -1.207 4.748 1.719
H -0.590 6.011 0.377
H 0.155 7.480 2.039
H 1.185 6.099 3.000
H -0.657 6.399 3.362
H 0.228 5.525 -1.576
H 2.891 6.159 0.067
H 1.347 7.136 -0.336
H 3.637 6.733 -2.652
H 4.311 8.858 -1.525
H 2.654 8.868 -3.554
H 2.226 9.489 -1.806
H 0.124 8.270 -1.821
H 0.204 8.767 -3.476
H 1.338 1.956 -2.902
H -0.532 1.727 -4.738
H -0.271 0.375 -3.489
H -2.817 1.763 -2.435
H -3.976 1.819 -4.329
H -2.489 -0.654 -4.572
H -1.962 -0.793 -2.764
H -4.702 -0.910 -3.758
H -4.541 0.305 -2.523
H -2.114 4.280 -3.648
H -3.353 5.427 -2.827
H -1.525 5.864 -2.819
H -3.225 5.895 -0.114
H -4.314 4.422 -0.598
H -3.143 4.193 0.879
H 1.638 0.366 -1.458
H -0.048 -0.446 -1.498
H 0.943 -0.425 0.087
H -1.131 0.827 2.638
H -2.922 1.062 2.035
H -1.763 2.569 2.026
C -2.952 -2.110 1.481
C -3.486 -2.256 2.894
O -3.621 -3.642 3.243
C -2.476 -4.275 3.653
O -1.379 -3.728 3.724
C -2.772 -5.724 4.041
F -3.568 -6.360 3.134
F -3.417 -5.812 5.240
F -1.648 -6.486 4.157
H -3.580 -2.662 0.774
H -2.925 -1.058 1.184
H -1.941 -2.521 1.396
H -4.486 -1.814 2.955
H -2.857 -1.729 3.621
C 0.378 -5.644 -6.338
C 1.558 -4.722 -6.094
O 1.218 -3.367 -6.426
C 0.525 -2.668 -5.471
O 0.189 -3.137 -4.387
C 0.275 -1.232 -5.932
F -0.161 -1.161 -7.223
F 1.405 -0.470 -5.871
F -0.661 -0.586 -5.182
H 0.016 -5.542 -7.366
H 0.658 -6.687 -6.163
H -0.461 -5.396 -5.679
H 2.388 -5.010 -6.746
H 1.920 -4.792 -5.062
C -6.230 -6.302 2.077
C -7.519 -7.073 1.864
O -8.258 -6.529 0.760
C -7.858 -6.929 -0.489
O -6.925 -7.700 -0.695
C -8.758 -6.318 -1.563
F -8.994 -4.990 -1.359
F -9.982 -6.917 -1.608
F -8.237 -6.421 -2.817
H -6.436 -5.233 2.197
H -5.705 -6.663 2.966
H -5.562 -6.403 1.216
H -8.154 -6.975 2.751
H -7.332 -8.144 1.720
C 7.030 -1.031 5.843
C 5.799 -0.190 5.561
O 5.776 0.229 4.188
C 5.308 -0.690 3.284
O 4.927 -1.817 3.589
C 5.290 -0.098 1.875
F 6.439 0.573 1.571
F 4.274 0.795 1.706
F 5.135 -1.040 0.903
H 7.938 -0.492 5.554
H 7.091 -1.284 6.906
H 7.014 -1.961 5.267
H 5.829 0.719 6.170
H 4.876 -0.722 5.822
C 1.105 -5.802 4.245
C 2.430 -5.541 3.554
O 3.509 -6.146 4.283
C 3.705 -7.486 4.067
O 3.018 -8.166 3.310
C 4.911 -7.987 4.862
F 4.917 -7.536 6.150
F 6.092 -7.582 4.313
F 4.973 -9.346 4.938
H 1.144 -5.472 5.289
H 0.293 -5.275 3.737
H 0.869 -6.870 4.258
H 2.626 -4.464 3.533
H 2.419 -5.886 2.514
*
```

=====

[3]
The following is a DFT calculation (ωB97M-V with the def2-TZVPD basis set) of 7 unconnected molecules or ions with the total composition C42H69Br2N2O21S.

```
! RIJCOSX wB97M-V def2-TZVPD def2/J DEFGRID3
* xyz 1 1
C -4.407 -6.229 2.435
C -3.877 -5.392 1.408
C -3.132 -4.574 0.152
C -4.042 -3.248 -0.116
O -4.802 -2.774 1.088
N -3.324 -2.114 -0.844
O -3.008 -2.636 -2.041
C -3.924 -2.201 -3.106
C -4.637 -0.745 -2.863
C -6.188 -0.870 -2.270
C -2.121 -1.783 0.003
C -1.407 -0.407 -0.568
C -0.484 -0.593 -1.897
C 1.155 -0.662 -1.568
C 1.683 0.575 -0.632
C 1.158 2.062 -1.081
C 0.183 2.805 0.023
C 0.768 2.783 1.561
C -0.364 2.183 2.635
C -1.033 3.358 3.581
C -2.225 2.759 4.586
C -1.655 2.323 6.071
O -1.294 0.868 6.069
C -0.062 0.657 6.865
C -1.094 -3.021 0.297
S -0.185 -2.514 1.905
N -1.710 -4.360 0.571
C -0.907 -5.557 0.039
Br 0.800 -5.904 1.018
C -0.634 -5.532 -1.573
C 0.938 -5.646 -2.023
Br -1.642 -7.042 -2.501
H -4.845 -7.084 3.130
H -3.285 -5.286 -0.785
H -4.902 -3.591 -0.872
H -4.187 -2.662 1.870
H -3.421 -2.214 -4.188
H -4.807 -2.998 -3.177
H -4.766 -0.255 -3.944
H -3.991 0.021 -2.249
H -6.857 -0.051 -2.800
H -6.685 -1.919 -2.546
H -6.252 -0.648 -1.109
H -2.551 -1.466 1.072
H -2.302 0.323 -0.869
H -0.884 0.100 0.351
H -0.705 -1.535 -2.553
H -0.619 0.349 -2.616
H 1.433 -1.678 -1.006
H 1.808 -0.658 -2.547
H 1.403 0.283 0.491
H 2.874 0.613 -0.640
H 2.125 2.743 -1.235
H 0.585 2.094 -2.106
H -0.921 2.394 0.015
H 0.116 3.937 -0.308
H 0.976 3.893 1.941
H 1.757 2.170 1.697
H 0.123 1.393 3.377
H -1.257 1.646 2.052
H -1.572 4.211 2.949
H -0.246 3.861 4.301
H -3.068 3.578 4.788
H -2.762 1.813 4.144
H -0.733 2.981 6.412
H -2.468 2.456 6.930
H 0.844 0.839 6.128
H -0.005 -0.416 7.336
H 0.073 1.437 7.745
H -0.254 -2.996 -0.520
H 1.045 -1.921 1.578
H -1.688 -4.491 1.628
H -1.604 -6.505 0.243
H -1.097 -4.540 -2.050
H 1.619 -4.770 -1.651
H 1.379 -6.726 -1.784
H 0.946 -5.579 -3.215
C 2.021 7.633 -1.953
C 2.888 6.418 -1.876
O 2.578 5.877 -0.606
C 1.333 6.329 -0.275
O 0.684 5.926 0.675
O 0.910 7.291 -1.146
H 1.704 7.854 -2.976
H 2.505 8.519 -1.531
H 2.641 5.678 -2.645
H 3.952 6.661 -1.946
C -0.495 7.044 6.512
C -1.826 6.416 6.767
O -1.492 5.167 7.341
C -0.247 5.300 7.886
O 0.281 4.471 8.608
O 0.328 6.482 7.517
H -0.525 8.133 6.600
H -0.087 6.777 5.531
H -2.427 6.985 7.484
H -2.404 6.279 5.849
C 6.198 -0.414 -3.785
C 4.944 -0.777 -3.057
O 4.362 0.479 -2.766
C 4.853 1.366 -3.680
O 4.437 2.503 -3.830
O 5.870 0.815 -4.405
H 6.478 -1.162 -4.532
H 7.043 -0.254 -3.108
H 4.251 -1.352 -3.680
H 5.144 -1.335 -2.138
C -0.192 7.008 -6.670
C -1.144 6.215 -5.834
O -0.289 5.452 -5.003
C 0.898 6.121 -4.934
O 1.806 5.836 -4.170
O 0.938 7.150 -5.830
H -0.595 7.986 -6.946
H 0.108 6.477 -7.579
H -1.775 6.850 -5.203
H -1.783 5.564 -6.436
C 5.988 0.099 2.230
C 4.656 0.565 2.721
O 3.771 0.159 1.694
C 4.370 -0.879 1.040
O 3.818 -1.580 0.209
O 5.667 -1.030 1.439
H 6.659 -0.179 3.047
H 6.485 0.843 1.599
H 4.360 0.076 3.656
H 4.619 1.649 2.859
C -0.573 -10.969 -1.775
C -0.664 -10.979 -3.267
O 0.262 -11.981 -3.643
C 0.400 -12.815 -2.571
O 0.991 -13.882 -2.600
O -0.208 -12.300 -1.463
H -1.523 -10.706 -1.302
H 0.207 -10.293 -1.408
H -1.659 -11.265 -3.623
H -0.392 -10.015 -3.707
*
```

=====

Asked for gap between HOMO and LUMO across the records above, the calculation gives 9.832; 8.982; 7.918 eV in order.